# 1
{"formula": "C5H6O2", "method": "wB97M-V/def2-TZVPD", "species": ["O", "C", "C", "O", "C", "C", "C", "H", "H", "H", "H", "H", "H"], "coordinates": [[-1.475785, -1.750848, -0.060267], [-0.979981, -0.665050, -0.213909], [-1.383436, 0.625546, 0.479377], [-0.159918, 1.292556, 0.750904], [0.843984, 0.765566, -0.091644], [1.366530, -0.612557, 0.185961], [0.326484, -0.362728, -0.896553], [-1.927099, 0.440275, 1.405950], [-2.014761, 1.203957, -0.211984], [1.502723, 1.512962, -0.513050], [0.985475, -1.114212, 1.077239], [2.384218, -0.890305, -0.065014], [0.428175, -0.429579, -1.977286]], "forces_ev_per_a": [[-0.26, 0.37, -0.42], [-0.23, -0.42, 0.18], [-0.22, -0.13, 0.07], [0.04, 0.10, 0.11], [0.22, 0.15, -0.16], [0.19, -0.02, 0.12], [-0.07, -0.13, -0.01], [0.05, 0.03, -0.06], [0.08, 0.05, 0.13], [-0.06, 0.03, 0.06], [0.15, 0.13, -0.22], [-0.10, 0.21, -0.13], [0.20, -0.38, 0.33]], "homo_energy_ev": -9.741, "energy_ha": -344.5372, "e_above_lowest_kcal_mol": 40.6, "smiles": "O=C1CO[C@H]2C[C@@H]12", "orbital_gap_ev": 10.5997}

***

# 2
{"formula": "C7H12O", "method": "wB97M-V/def2-TZVPD", "species": ["C", "C", "C", "H", "H", "H", "H", "H", "H", "H", "H", "C", "C", "C", "C", "O", "H", "H", "H", "H"], "coordinates": [[1.729939, 0.223694, -0.751466], [0.030090, -0.395546, -1.533181], [1.717835, 1.514387, -0.119415], [2.247197, 0.172434, -1.702773], [1.926153, -0.627794, -0.106153], [0.592750, 1.596532, 0.399941], [-0.249041, 0.403714, -2.217531], [-0.922121, -0.879831, -1.354253], [0.587621, -1.168819, -2.053789], [1.815789, 2.361311, -0.792158], [2.304843, 1.590106, 0.790247], [-2.450030, -0.225958, 0.397481], [-1.038967, 0.118610, 0.799258], [-0.321762, -0.904041, 1.523000], [0.285195, -1.728320, 2.154789], [-0.721641, 1.327540, 0.930801], [-3.067972, -0.251730, 1.296483], [-2.498166, -1.211250, -0.062965], [-2.828625, 0.500467, -0.319633], [0.860913, -2.415505, 2.721317]], "forces_ev_per_a": [[-2.55, -2.09, -1.10], [2.45, 0.60, -0.68], [-2.84, 1.32, 1.68], [0.04, -0.22, 0.01], [0.29, 0.09, -0.06], [3.09, 0.32, -1.39], [0.38, 0.16, -0.17], [0.09, -0.02, 1.31], [-0.11, -0.01, -0.52], [0.33, 0.02, 0.03], [0.51, 0.07, -0.12], [0.28, -0.33, -0.75], [-0.97, 2.48, 1.57], [0.75, -0.43, 0.05], [-0.24, 0.44, -0.30], [-1.50, -2.43, 0.05], [0.06, 0.15, 0.02], [-0.04, -0.11, 0.09], [-0.01, 0.12, 0.19], [0.00, -0.15, 0.07]], "homo_energy_ev": -8.825, "energy_ha": -348.9496, "e_above_lowest_kcal_mol": 124.9, "orbital_gap_ev": 8.8615}

***

# 3
{"formula": "C15H35BrF2N6O9S2", "method": "wB97M-V/def2-TZVPD", "species": ["O", "S", "O", "F", "N", "Br", "S", "O", "O", "F", "C", "C", "O", "N", "C", "H", "H", "H", "H", "H", "H", "H", "C", "C", "O", "N", "C", "H", "H", "H", "H", "H", "H", "H", "C", "C", "O", "N", "C", "H", "H", "H", "H", "H", "H", "H", "C", "C", "O", "N", "C", "H", "H", "H", "H", "H", "H", "H", "C", "C", "O", "N", "C", "H", "H", "H", "H", "H", "H", "H"], "coordinates": [[-6.965757, 0.311847, 4.458817], [-6.354771, 0.440063, 3.008643], [-4.927382, 1.015294, 3.209363], [-7.409286, 1.575226, 2.197355], [-6.410610, -1.162277, 2.314910], [-8.272288, -1.464365, 2.008860], [-5.678460, -1.243624, 0.730571], [-4.433233, -0.345262, 0.536238], [-6.708263, -1.061136, -0.447552], [-5.105148, -2.887012, 0.556727], [0.033251, -1.391775, -1.325651], [0.654301, -0.022569, -1.329509], [1.828590, 0.160316, -1.643095], [-0.123739, 1.037931, -0.971321], [-1.511810, 1.035577, -0.573448], [0.778918, -2.130773, -1.633658], [-0.308530, -1.645707, -0.318879], [-0.800087, -1.427614, -2.032154], [0.367047, 1.924046, -0.999397], [-2.063616, 1.674718, -1.267105], [-1.576144, 1.458444, 0.432226], [-1.944475, 0.034606, -0.576719], [2.563160, 3.445248, -2.728003], [1.405575, 4.397773, -2.613397], [0.934437, 4.724187, -1.526099], [0.874155, 4.905748, -3.761378], [1.278431, 4.650979, -5.123988], [2.874474, 3.128434, -1.728143], [2.264674, 2.558590, -3.293358], [3.409301, 3.939797, -3.212104], [0.099278, 5.538479, -3.599896], [1.556328, 5.605140, -5.578408], [0.421030, 4.235207, -5.659090], [2.118478, 3.958500, -5.186803], [-2.529843, -0.698515, 5.040987], [-3.193541, -1.935848, 4.503446], [-3.956183, -1.901053, 3.540170], [-2.930010, -3.125027, 5.115583], [-2.072260, -3.377172, 6.249487], [-2.839140, 0.167459, 4.448170], [-2.831391, -0.531752, 6.078360], [-1.443297, -0.794747, 4.969966], [-3.414363, -3.909507, 4.695045], [-1.302300, -4.088063, 5.939739], [-2.679035, -3.827267, 7.039154], [-1.600270, -2.468691, 6.625043], [2.712173, 0.817739, -7.203930], [3.745052, 1.849964, -6.846005], [3.744763, 2.423604, -5.758957], [4.704561, 2.146714, -7.767736], [4.878504, 1.591099, -9.089133], [2.017783, 0.692187, -6.367828], [2.143405, 1.143919, -8.078569], [3.194542, -0.143605, -7.398935], [5.361796, 2.850167, -7.451424], [5.869858, 1.133748, -9.135981], [4.827336, 2.410763, -9.810152], [4.120685, 0.845032, -9.330480], [1.477035, -2.695204, 4.647956], [1.543343, -3.507456, 5.911400], [0.538802, -3.988489, 6.431248], [2.763849, -3.706787, 6.484930], [4.051683, -3.231939, 6.036538], [0.437566, -2.625794, 4.313748], [1.848218, -1.683738, 4.832467], [2.060977, -3.178454, 3.860322], [2.724234, -4.262862, 7.331138], [4.692596, -4.100802, 5.867840], [4.481662, -2.618267, 6.832063], [3.983381, -2.645396, 5.119775]], "forces_ev_per_a": [[1.19, -0.18, -6.70], [2.98, 4.30, 9.15], [-5.64, -2.24, -2.80], [2.36, -2.86, 0.90], [-0.85, 1.00, -1.33], [-0.10, -0.54, 0.51], [3.01, 2.18, -8.36], [-4.91, -3.87, 1.98], [3.77, -1.30, 5.55], [-1.65, 3.56, 1.22], [0.07, -0.30, -0.05], [0.58, 0.74, -0.07], [-0.39, -0.24, 0.07], [0.52, -0.59, -0.25], [0.10, 0.40, 0.04], [-0.09, 0.30, 0.06], [-0.18, -0.02, -0.15], [-0.07, -0.07, 0.21], [-0.12, -0.05, 0.04], [-0.25, -0.12, 0.17], [-0.33, -0.11, -0.04], [0.14, 0.17, 0.00], [0.08, -0.07, 0.16], [-0.28, 0.29, 0.36], [0.03, -0.20, -0.22], [0.07, -0.11, 0.57], [-0.24, 0.23, 0.01], [-0.21, 0.12, -0.22], [0.27, 0.09, -0.05], [-0.08, -0.22, -0.15], [0.21, -0.16, -0.03], [0.09, -0.16, -0.25], [0.18, -0.05, -0.24], [-0.13, 0.09, 0.11], [-0.02, 0.32, -0.10], [-0.31, -0.76, -0.12], [0.01, 0.06, -0.02], [-0.44, 0.98, -0.62], [-0.35, -0.75, -0.15], [-0.01, -0.32, 0.07], [0.21, -0.02, -0.04], [-0.06, 0.03, 0.21], [0.13, 0.21, 0.10], [-0.37, 0.41, 0.39], [0.15, 0.11, 0.22], [-0.09, -0.20, -0.18], [-0.23, -0.12, 0.12], [0.35, 0.56, 0.59], [-0.08, -0.26, -0.49], [-0.44, -0.08, 0.49], [0.35, 0.30, 0.04], [0.27, 0.12, -0.13], [0.08, -0.19, -0.03], [-0.13, 0.07, -0.15], [-0.16, -0.19, -0.08], [-0.12, -0.12, -0.29], [-0.01, -0.25, -0.22], [0.11, 0.16, 0.14], [-0.18, 0.08, -0.16], [-0.13, -0.50, 0.68], [1.23, 0.10, -0.14], [-0.71, 0.08, -0.26], [0.13, -0.21, 0.38], [0.21, -0.10, 0.16], [0.10, -0.10, -0.17], [0.04, 0.21, 0.03], [0.02, 0.14, -0.21], [0.19, 0.23, -0.13], [0.21, 0.07, -0.24], [-0.08, -0.13, 0.18]], "homo_energy_ev": -8.921, "energy_ha": -5168.1791, "orbital_gap_ev": 6.5237}

***

# 4
{"formula": "C3H5ClNOP", "method": "wB97M-V/def2-TZVPD", "species": ["N", "C", "C", "C", "Cl", "H", "H", "O", "P", "H", "H", "H"], "coordinates": [[-0.751131, -2.996225, -0.143355], [-1.157201, -1.951628, 0.114740], [-1.540725, -0.608073, 0.459448], [-2.353646, 0.121403, -0.352755], [-2.883795, 1.728093, 0.041510], [-0.906845, -0.436243, 1.352716], [-2.785011, -0.144667, -1.313822], [0.902312, 1.128374, -0.139996], [2.356923, 0.859622, -0.028660], [2.909257, 0.894012, 1.294028], [2.879264, -0.315760, -0.719866], [3.330600, 1.721093, -0.563986]], "forces_ev_per_a": [[-0.07, -0.09, 0.11], [-0.23, 0.04, -0.91], [0.02, -0.41, -0.85], [0.81, 0.10, 1.58], [0.37, -0.33, 0.09], [-1.26, 1.36, -0.42], [0.33, -0.65, 0.38], [0.45, -0.03, -0.02], [0.89, -0.45, -0.14], [-0.37, -0.54, -0.43], [-0.57, 0.51, 0.89], [-0.38, 0.48, -0.28]], "homo_energy_ev": -9.748, "energy_ha": -1048.7848, "e_above_lowest_kcal_mol": 52.5, "smiles": "N#C/C=C/Cl.O=[PH3]", "orbital_gap_ev": 10.1000}

***

# 5
{"formula": "C10H11F2NOS", "method": "wB97M-V/def2-TZVPD", "species": ["C", "C", "C", "C", "C", "C", "C", "C", "C", "C", "N", "O", "F", "F", "S", "H", "H", "H", "H", "H", "H", "H", "H", "H", "H", "H"], "coordinates": [[1.846935, 1.878817, -2.530458], [0.428972, 2.021499, -2.269914], [2.550916, 0.944952, -1.788248], [0.537658, 0.319942, -0.515088], [-0.109166, 1.300574, -1.224363], [1.863221, 0.186497, -0.861550], [-2.321143, -0.559291, 0.629599], [-1.233725, -1.167051, 0.288134], [-1.215526, -2.452380, -0.425305], [0.505399, 0.238305, 2.904246], [0.015404, -0.497810, 0.454039], [0.331038, -2.215012, 2.224239], [-1.398280, 1.549118, -0.868755], [2.593849, -0.739310, -0.282275], [1.100438, -1.081722, 1.725286], [2.363781, 2.377204, -3.255172], [-0.220717, 2.704913, -2.624759], [3.454779, 0.538146, -2.033513], [-2.514126, 0.379619, 1.116265], [-3.182220, -1.147734, 0.553553], [-0.234247, -2.947917, -0.237277], [-1.369272, -2.149534, -1.463803], [-2.147550, -3.129417, -0.071607], [1.081093, 0.226484, 3.812733], [-0.551369, 0.364759, 2.833506], [0.927300, 1.208074, 2.466533]], "forces_ev_per_a": [[-2.87, -1.35, 2.04], [3.79, -2.01, 1.86], [-3.25, 0.44, 0.11], [1.14, -0.55, 0.01], [-1.09, 0.49, -0.39], [0.48, 1.21, -0.97], [-1.58, 0.46, 1.29], [1.30, 0.60, 0.48], [-1.31, -1.87, 0.69], [2.89, 2.03, -2.31], [0.89, -0.06, 0.46], [0.29, -1.52, 0.16], [0.34, 0.20, -0.40], [0.96, -1.44, 0.34], [-2.92, 1.59, 1.58], [0.84, 1.50, -1.97], [-1.59, 2.37, -1.79], [2.64, -0.23, -0.62], [0.71, 0.33, -0.06], [-1.50, -0.66, -0.42], [-1.00, 0.03, -0.42], [0.26, -0.75, -0.26], [2.35, 1.42, -0.93], [-0.54, -0.69, 0.84], [-0.70, -0.58, 0.57], [-0.53, -0.98, 0.14]], "homo_energy_ev": -8.407, "energy_ha": -1115.4327, "e_above_lowest_kcal_mol": 0.0, "orbital_gap_ev": 9.1094}

***

# 6
{"formula": "C9H21ClIrNO4P2", "method": "wB97M-V/def2-TZVPD", "species": ["C", "C", "H", "H", "H", "O", "Cl", "Ir", "P", "C", "C", "H", "H", "H", "H", "H", "H", "C", "H", "H", "H", "P", "C", "C", "H", "H", "H", "C", "H", "H", "H", "H", "H", "H", "C", "O", "O", "N", "O"], "coordinates": [[0.019822, -0.207394, -3.785085], [0.548523, -0.168552, -2.325274], [0.826071, -0.158317, -4.574388], [-0.671322, 0.645686, -3.904865], [-0.589635, -1.117686, -3.921375], [1.728623, -0.063429, -2.012922], [-2.413159, -0.083910, -0.264782], [-0.176384, -0.019793, -0.062028], [-0.173370, 2.322792, 0.271137], [1.058883, 3.001022, 1.433603], [0.173349, 3.161936, -1.353197], [0.393239, 4.235463, -1.194277], [-1.919250, 4.020045, 0.651569], [-0.701037, 3.021714, -2.019826], [-2.589446, 2.382891, 0.377162], [2.050484, 2.600502, 1.202901], [1.048961, 2.660496, -1.808883], [-1.787694, 2.951016, 0.858163], [1.085211, 4.096828, 1.400927], [-1.840495, 2.756883, 1.935929], [0.763805, 2.675582, 2.437762], [0.054720, -2.316118, 0.519258], [1.287203, -2.773915, 1.787286], [-1.519298, -2.994142, 1.055733], [-0.214948, -3.150536, -1.752077], [0.819084, -4.229980, -0.751015], [1.503220, -2.698343, -1.416720], [0.597824, -3.178943, -1.007922], [-2.319903, -2.351829, 0.687524], [-1.666915, -4.004162, 0.672929], [1.426600, -3.865531, 1.816772], [0.940320, -2.426473, 2.769942], [-1.565334, -2.997473, 2.145562], [2.256565, -2.300087, 1.580009], [1.611590, 0.052941, 0.594954], [2.700719, 0.169103, 1.012673], [0.094339, 0.041600, 2.826584], [-0.806057, 0.098662, 1.955947], [-2.034919, 0.211456, 2.160325]], "forces_ev_per_a": [[-0.13, -0.02, 0.14], [3.35, 0.65, 0.23], [-0.57, -0.06, 1.27], [0.25, -0.30, 0.13], [0.25, 0.32, 0.16], [-3.01, -0.41, -1.48], [-1.04, -0.07, -1.50], [-0.57, -0.13, 1.56], [-0.01, 2.77, -0.39], [-0.11, -0.77, 0.06], [-0.04, -0.88, 0.00], [-0.20, -0.56, 0.03], [0.36, -0.19, 0.01], [0.45, 0.21, 0.36], [0.13, 0.32, 0.09], [-0.10, 0.25, 0.10], [-0.34, 0.46, 0.16], [-0.04, -0.65, 0.09], [-0.20, -0.24, -0.20], [-0.07, 0.18, -0.20], [0.19, 0.06, -0.09], [0.80, -1.81, 0.02], [0.03, 0.60, 0.09], [-0.48, 0.36, 0.09], [0.31, -0.04, 0.22], [-0.10, 0.39, -0.06], [-0.34, -0.30, 0.20], [-0.16, 0.26, -0.04], [0.00, -0.33, 0.07], [0.20, -0.05, 0.00], [-0.24, 0.29, -0.20], [0.08, -0.06, -0.25], [0.06, -0.03, -0.02], [-0.24, -0.26, 0.04], [5.93, 0.95, 1.32], [-4.95, -0.70, -1.73], [-0.34, 0.13, 1.29], [4.85, -0.64, -3.22], [-3.92, 0.32, 1.64]], "homo_energy_ev": [-14.264, -16.630], "energy_ha": -1957.6526, "multiplicity": 5, "orbital_gap_ev": [6.8741, 5.6195], "charge": 2}

***

# 7
{"formula": "C11H29ClIN2P2SSc", "method": "wB97M-V/def2-TZVPD", "species": ["C", "I", "H", "H", "H", "Sc", "P", "C", "C", "H", "H", "H", "H", "H", "H", "C", "H", "H", "H", "P", "C", "C", "H", "H", "H", "C", "H", "H", "H", "H", "H", "H", "Cl", "S", "C", "N", "C", "C", "C", "N", "H", "H", "H", "H", "H", "H", "H", "H"], "coordinates": [[2.216424, 0.367819, -0.732255], [-1.110224, 0.125208, 1.678283], [1.930208, -0.528651, -1.331523], [3.037398, 0.142603, -0.038098], [2.546756, 1.165374, -1.424517], [-1.489146, -3.294042, -2.048093], [-0.035492, -3.175708, 0.667604], [1.180242, -2.159731, 1.659152], [-0.793532, -3.856086, 2.202327], [-0.056559, -4.467199, 2.736492], [1.483018, -4.954389, 1.328940], [-1.656068, -4.473396, 1.945323], [0.713323, -5.267356, -0.267111], [0.632865, -1.509033, 2.364989], [-1.104664, -3.025354, 2.841629], [1.184416, -4.512574, 0.368840], [1.825829, -2.830277, 2.243462], [2.065645, -4.083533, -0.124723], [1.790285, -1.526574, 1.005998], [-2.136873, -0.886706, -2.354585], [-1.291197, 0.700746, -2.070986], [-1.772463, -1.051446, -4.140269], [-4.523826, -1.175563, -2.039485], [-4.150741, 0.238573, -3.057806], [-3.909750, 0.299327, -1.280752], [-3.849666, -0.328807, -2.174988], [-1.926933, -2.048146, -4.576911], [-2.443305, -0.339319, -4.626103], [-1.616562, 1.460960, -2.794621], [-0.202732, 0.563255, -2.131049], [-0.740407, -0.744344, -4.345551], [-1.531489, 1.028796, -1.048950], [-3.160824, -4.838824, -2.102256], [0.865094, 1.008063, 0.240315], [1.628884, 2.323759, 1.012549], [1.864179, 3.407063, 0.258967], [1.348239, 4.736354, 0.652384], [1.304433, 4.830715, 2.172641], [0.839043, 3.561929, 2.859067], [1.638879, 2.425743, 2.370009], [1.886169, 3.243682, -0.739566], [0.328239, 4.850173, 0.236451], [2.036542, 5.469699, 0.199760], [0.637319, 5.645487, 2.484365], [2.296012, 5.107424, 2.545877], [-0.193313, 3.271523, 2.616539], [0.955284, 3.567715, 3.943182], [1.461041, 1.535068, 2.815048]], "forces_ev_per_a": [[1.53, 0.85, -1.33], [-4.43, -0.78, 1.95], [-0.01, 0.66, 0.65], [-0.16, -0.22, -0.47], [0.27, -0.74, -0.08], [-0.05, -1.03, 1.62], [1.31, -0.36, 1.63], [0.02, 0.81, -0.24], [-1.06, -0.11, -0.44], [-0.07, 0.21, -0.28], [-0.07, 0.07, -0.42], [-0.03, -0.03, 0.32], [0.40, -0.30, 0.06], [0.39, -0.51, -0.58], [-0.13, -0.12, -0.20], [-0.21, -0.18, -0.66], [-0.19, -0.16, -0.48], [-0.16, -0.27, -0.01], [-0.02, -0.16, 0.28], [-0.28, 2.03, -0.16], [0.63, -0.18, 0.65], [0.03, -0.30, -0.24], [-0.12, 0.12, -0.07], [0.07, 0.01, 0.07], [0.08, -0.12, -0.09], [-0.45, -0.65, 0.13], [-0.20, 0.11, -0.15], [0.05, -0.23, -0.30], [-0.06, -0.42, 0.00], [-0.35, 0.16, -0.12], [-0.15, -0.07, 0.10], [0.05, -0.10, -0.29], [0.96, 1.05, 0.00], [2.35, -1.35, -1.15], [0.99, 1.99, 0.64], [-0.58, -0.20, 0.53], [0.35, 0.21, 0.07], [0.17, 0.75, 0.55], [-0.01, -0.26, 0.29], [-0.30, -0.58, -2.22], [-0.23, -0.06, 0.16], [0.54, -0.07, -0.01], [-0.56, -0.05, 0.36], [0.13, -0.15, -0.25], [-0.10, -0.18, -0.01], [0.00, 0.49, 0.22], [-0.05, 0.41, -0.13], [-0.31, -0.01, 0.09]], "homo_energy_ev": [-11.569, -11.570], "energy_ha": -3144.9191, "e_above_lowest_kcal_mol": 76.4, "orbital_gap_ev": [3.2008, 3.2020], "charge": 2}